1.
DFT (ωB97M-V/def2-TZVPD) results for a structure of composition C3H4O3Pb in a non-equilibrium geometry.

spin multiplicity	2
net charge	+1
frontier orbital gap (alpha / beta)	0.29842 / 0.29502	Eh
E_HOMO (alpha / beta)	-13.45 / -13.57	eV
molecular weight	295.26	u

Structure (XYZ):
```
11
Properties=species:S:1:pos:R:3:forces:R:3:lowdin_spin:R:1
C -1.06045 2.09828 -0.18044 -0.30 -0.48 0.12 0.068
C -1.42406 0.89403 -0.55584 0.01 0.96 -0.22 0.703
O -0.77743 -0.28568 -0.29563 -0.83 0.94 -0.20 0.134
C -1.36725 -1.45154 -0.58551 -1.20 -0.27 -0.41 0.027
O -0.39025 -2.29452 -0.29896 -3.44 -3.24 -1.55 0.008
Pb 1.31157 -1.12780 0.39151 2.14 -0.38 1.68 0.025
H -1.57853 2.97483 -0.56707 0.13 -0.25 0.16 0.009
H -0.30073 2.22633 0.59983 -0.11 0.07 -0.29 0.023
H -0.61841 -3.22790 -0.42946 -0.63 -0.05 -0.25 0.000
O 3.00576 -0.34397 0.80261 3.53 2.31 0.90 0.003
H 3.19979 0.53793 1.11896 0.71 0.39 0.06 0.001
```
Positions in Å, forces in eV/Å.

2.
DFT (ωB97M-V/def2-TZVPD) results for a structure of composition HN3S in a non-equilibrium geometry.

frontier orbital gap	0.35306	Eh
E_HOMO	-10.10	eV
molecular weight	75.10	u

Structure (XYZ):
```
5
Properties=species:S:1:pos:R:3:forces:R:3:mulliken_charge:R:1
N 0.89394 -0.54085 0.13521 0.30 -0.64 -0.10 -0.234
N 0.18736 -0.79439 1.16065 0.08 -0.66 0.53 -0.086
N 0.18595 0.46197 -0.39323 -2.80 2.43 -5.25 -0.133
S -1.10580 0.23446 0.74004 0.46 0.11 -0.11 0.108
H -0.16145 0.63882 -1.64266 1.96 -1.25 4.93 0.346
```
Positions in Å, forces in eV/Å.

3.
DFT (ωB97M-V/def2-TZVPD) results for the molecule Cl2HNO2S in a non-equilibrium geometry.

frontier orbital gap	0.37227	Eh
E_HOMO	-10.48	eV
molecular weight	149.99	u

Structure (XYZ):
```
7
Properties=species:S:1:pos:R:3:forces:R:3:mulliken_charge:R:1
N 0.53920 0.87379 0.94141 0.74 -1.83 -0.53 -0.163
O 1.38925 -1.42921 0.62284 -0.48 0.39 -0.26 -0.449
O 0.66384 -0.25529 -1.41300 0.02 0.51 -1.79 -0.376
S 0.72393 -0.34068 -0.01949 2.84 -0.89 3.07 0.846
Cl -0.24524 2.03249 0.05317 -1.17 2.08 -0.60 -0.095
Cl -1.55693 -1.06878 0.03360 -1.25 -0.87 0.29 -0.120
H -1.51405 0.18769 -0.21853 -0.69 0.60 -0.18 0.357
```
Positions in Å, forces in eV/Å.

4.
DFT (ωB97M-V/def2-TZVPD) results for a cluster of 2 separate species, C12H12O in total in a non-equilibrium geometry.

frontier orbital gap	0.29304	Eh
structure (SMILES)	C=C(C)c1ccccc1.C=C=C=O
E_HOMO	-8.44	eV
molecular weight	172.23	u

Structure (XYZ):
```
25
Properties=species:S:1:pos:R:3:forces:R:3:mulliken_charge:R:1
C -1.91970 0.09080 -1.51619 3.05 -0.40 1.05 -1.366
C -0.97590 0.77798 -0.84032 -1.21 0.09 -0.16 0.974
C -1.14983 2.22149 -0.34677 -0.36 -0.93 -0.09 -1.652
C 0.32769 0.10741 -0.59522 0.26 3.81 -1.30 0.868
C 1.50140 0.87170 -0.73522 -0.74 -1.48 0.21 -0.581
C 2.72078 0.22737 -0.72048 -0.74 -1.10 0.26 -0.655
C 2.79877 -1.13889 -0.55245 -3.41 -0.34 0.97 -0.650
C 1.56296 -1.86442 -0.32638 4.91 -1.49 -0.65 -0.841
C 0.40198 -1.21283 -0.40949 -3.69 -3.44 0.69 0.170
H -1.66764 -0.91739 -1.79642 0.02 -0.20 -0.32 0.379
H -2.88071 0.35362 -1.74014 -2.26 1.23 -0.37 0.452
H -0.86667 2.88613 -1.15753 0.61 0.37 0.24 0.439
H -0.62908 2.37351 0.61916 -0.06 0.17 -0.78 0.322
H -2.20429 2.45833 -0.19727 -0.07 -0.28 0.13 0.406
H 1.45130 1.91493 -0.89840 -0.10 0.91 -0.10 0.427
H 3.59208 0.76890 -0.81653 1.81 1.22 -0.28 0.455
H 3.67377 -1.69196 -0.40932 1.45 -0.41 -0.17 0.439
H 1.78360 -2.96777 -0.19244 -1.18 1.34 0.01 0.285
H -0.60699 -1.78964 -0.28177 2.11 0.95 -0.29 0.076
C -0.30867 -0.37413 2.70427 -0.88 -2.26 0.18 -0.709
C -1.22854 -0.27930 1.74139 3.35 0.68 2.54 -0.002
C -2.31438 -0.83850 1.37957 -1.03 0.78 0.06 0.612
O -3.33519 -0.90736 0.86947 -2.06 -1.19 -0.93 -0.375
H -0.33072 -1.23329 3.43671 -0.20 0.98 -0.68 0.233
H 0.60398 0.16332 2.78175 0.40 1.02 -0.20 0.291
```
Positions in Å, forces in eV/Å.

Q: Which value of molecular weight does entry 3 give?
A: 149.99 u

Q: The highest molecular weight belongs to which entry?
A: C3H4O3Pb

Repeat the third record exactly.
DFT (ωB97M-V/def2-TZVPD) results for the molecule Cl2HNO2S in a non-equilibrium geometry.

frontier orbital gap	0.37227	Eh
E_HOMO	-10.48	eV
molecular weight	149.99	u

Structure (XYZ):
```
7
Properties=species:S:1:pos:R:3:forces:R:3:mulliken_charge:R:1
N 0.53920 0.87379 0.94141 0.74 -1.83 -0.53 -0.163
O 1.38925 -1.42921 0.62284 -0.48 0.39 -0.26 -0.449
O 0.66384 -0.25529 -1.41300 0.02 0.51 -1.79 -0.376
S 0.72393 -0.34068 -0.01949 2.84 -0.89 3.07 0.846
Cl -0.24524 2.03249 0.05317 -1.17 2.08 -0.60 -0.095
Cl -1.55693 -1.06878 0.03360 -1.25 -0.87 0.29 -0.120
H -1.51405 0.18769 -0.21853 -0.69 0.60 -0.18 0.357
```
Positions in Å, forces in eV/Å.

Q: Which of these has the highest molecular weight?
A: C3H4O3Pb